Entry 1:
C46H38F6IrN2O5P2 as an isolated structure in a non-equilibrium geometry, computed with ωB97M-V with the def2-TZVPD basis set.

As for the charge: +2. The spin multiplicity is 6. For the frontier orbital gap (spin up / spin down), the calculation gives 0.255 / 0.217 hartree. For the LUMO energy (spin up / spin down), the calculation gives -6.15 / -7.85 eV. As for the expectation value of S²: 8.839. The HOMO energy (spin up / spin down) comes out at -13.104 / -13.746 eV.

Last column: Löwdin spin population.
Element x y z (Å)
Ir  -0.130  -0.690  0.195  2.9947
C  2.671  -1.405  1.954  0.0042
O  1.663  -0.387  1.883  0.1015
C  1.150  0.086  3.039  0.0835
C  1.712  -0.121  4.287  -0.0072
C  1.156  0.479  5.404  0.1055
C  0.041  1.317  5.296  0.0072
C  -0.547  1.507  4.074  0.0636
C  -0.029  0.866  2.930  0.0522
N  -0.606  0.982  1.693  0.3621
N  -1.701  1.639  1.596  -0.0220
C  -2.265  2.039  0.473  0.1800
C  -1.626  1.799  -0.845  0.0746
O  -0.542  1.182  -0.925  0.1823
C  -2.292  2.305  -2.004  0.0118
C  -3.463  2.969  -1.902  0.0263
C  -4.110  3.220  -0.640  0.0267
C  -5.305  3.930  -0.570  0.0122
C  -5.906  4.177  0.653  0.0672
C  -5.319  3.716  1.828  -0.0077
C  -4.136  3.007  1.780  0.0707
C  -3.512  2.749  0.551  -0.0056
H  3.596  -0.998  2.361  0.0022
H  2.830  -1.734  0.931  0.0000
H  2.318  -2.238  2.563  0.0001
H  2.595  -0.734  4.399  -0.0024
H  1.595  0.303  6.377  0.0052
H  -0.360  1.812  6.170  -0.0010
H  -1.421  2.128  3.956  0.0026
H  -1.814  2.138  -2.960  -0.0004
H  -3.950  3.326  -2.802  0.0009
H  -5.759  4.293  -1.484  -0.0006
H  -6.836  4.728  0.695  0.0031
H  -5.791  3.918  2.780  -0.0018
H  -3.679  2.641  2.688  0.0044
O  1.620  -0.594  -1.242  0.0989
P  1.987  -0.806  -2.691  0.0140
C  0.558  -1.370  -3.699  0.0019
P  -0.542  -2.412  -2.664  0.0152
O  -1.138  -1.538  -1.580  0.1316
C  -1.870  -3.026  -3.705  0.0051
C  -2.236  -4.368  -3.698  0.0019
C  -3.294  -4.786  -4.491  0.0002
C  -3.981  -3.871  -5.276  0.0016
C  -3.625  -2.528  -5.265  -0.0001
C  -2.572  -2.100  -4.477  0.0016
C  0.527  -3.776  -2.171  -0.0002
C  0.959  -3.944  -0.861  0.0042
C  1.829  -4.973  -0.545  0.0007
C  2.282  -5.826  -1.540  0.0002
C  1.861  -5.657  -2.852  0.0000
C  0.976  -4.642  -3.169  0.0000
C  3.372  -1.950  -2.834  0.0026
C  4.224  -2.007  -1.731  0.0002
C  5.377  -2.774  -1.780  0.0000
C  5.691  -3.474  -2.936  -0.0001
C  4.858  -3.397  -4.044  0.0002
C  3.702  -2.635  -3.998  0.0006
C  2.515  0.736  -3.453  0.0026
C  2.493  0.898  -4.836  0.0006
C  2.982  2.068  -5.395  0.0003
C  3.492  3.068  -4.578  0.0000
C  3.521  2.901  -3.200  0.0000
C  3.033  1.734  -2.633  0.0003
H  0.880  -1.911  -4.589  0.0005
H  0.011  -0.475  -4.003  0.0000
H  -1.705  -5.078  -3.076  0.0001
H  -3.583  -5.828  -4.496  0.0000
H  -4.798  -4.205  -5.902  0.0001
H  -4.170  -1.818  -5.872  0.0000
H  -2.298  -1.052  -4.452  0.0001
H  0.601  -3.283  -0.084  0.0029
H  2.136  -5.122  0.482  0.0000
H  2.954  -6.636  -1.289  0.0000
H  2.222  -6.322  -3.626  0.0000
H  0.625  -4.525  -4.188  0.0000
H  3.984  -1.427  -0.850  0.0000
H  6.035  -2.811  -0.922  0.0000
H  6.595  -4.066  -2.980  0.0000
H  5.118  -3.928  -4.950  0.0000
H  3.073  -2.570  -4.879  0.0000
H  2.103  0.118  -5.480  0.0000
H  2.968  2.198  -6.468  0.0000
H  3.870  3.981  -5.017  0.0000
H  3.930  3.677  -2.567  0.0000
H  3.041  1.592  -1.559  0.0000
C  -1.436  -3.000  3.757  0.0061
C  -1.530  -2.613  2.280  0.0220
O  -0.394  -1.941  1.875  0.2374
C  -2.757  -1.688  2.072  0.0052
F  -3.932  -2.289  2.181  0.0020
F  -2.707  -1.122  0.819  0.0351
F  -2.723  -0.665  2.944  0.0006
C  -1.731  -3.921  1.469  0.0038
F  -0.660  -4.715  1.643  0.0009
F  -2.812  -4.607  1.839  0.0014
F  -1.837  -3.669  0.147  -0.0001
H  -1.288  -2.106  4.358  0.0002
H  -0.583  -3.662  3.894  0.0000
H  -2.343  -3.513  4.074  0.0013

***

Entry 2:
One molecule with the formula C2H3N3O2 in a non-equilibrium geometry, computed with ωB97M-V with the def2-TZVPD basis set.

For the frontier orbital gap, the calculation gives 0.353 hartree. Its structure (SMILES) is [H]/N=c1\ocnn1O. For the LUMO energy, the calculation gives 0.79 eV. The HOMO energy comes out at -8.820 eV.

Last column: Löwdin charge in e.
Element x y z (Å)
H  1.368  2.237  -0.142  0.0574
N  1.473  1.228  -0.073  0.1539
C  0.388  0.582  -0.144  -0.4509
O  -0.893  0.994  -0.061  0.1012
C  -1.684  -0.103  -0.034  -0.1792
N  -1.068  -1.195  -0.128  0.1633
N  0.236  -0.796  -0.221  -0.1836
O  1.275  -1.592  -0.096  0.0829
H  -2.746  0.037  0.138  0.1391
H  1.650  -1.392  0.761  0.1160

***

Entry 3:
A 2-piece molecular cluster, C5H14N2O overall in a non-equilibrium geometry, computed with ωB97M-V with the def2-TZVPD basis set.

For the frontier orbital gap, the calculation gives 0.326 hartree. Its structure (SMILES) is CC(C)=NO.CNC. For the LUMO energy, the calculation gives 0.95 eV. The HOMO energy comes out at -7.936 eV.

Last column: Löwdin charge in e.
Element x y z (Å)
C  0.269  1.627  -1.547  -0.0574
C  0.968  0.452  -0.934  -0.4211
C  2.191  0.757  -0.124  -0.0407
N  0.608  -0.719  -1.309  0.0209
O  1.504  -1.755  -1.004  -0.0667
H  0.962  2.246  -2.115  0.0840
H  -0.118  2.246  -0.737  0.0783
H  -0.555  1.290  -2.172  0.0717
H  1.979  1.536  0.607  0.0824
H  2.588  -0.136  0.354  0.0671
H  2.982  1.125  -0.779  0.0874
H  1.099  -2.529  -1.416  0.0904
C  -0.643  -0.907  2.122  -0.1681
N  -1.621  -1.167  1.097  -0.1691
C  -2.231  -0.037  0.202  -0.0855
H  0.382  -0.822  1.736  0.0485
H  -0.561  -1.743  2.821  0.0701
H  -0.952  -0.011  2.667  0.0751
H  -1.609  -2.072  0.638  0.0846
H  -1.796  0.084  -0.795  0.0232
H  -3.236  -0.391  -0.016  0.0580
H  -2.209  0.927  0.706  0.0670

***

Entry 4:
C7H12N3Pb as an isolated structure in a non-equilibrium geometry, computed with ωB97M-V with the def2-TZVPD basis set.

As for the charge: +1. For the frontier orbital gap, the calculation gives 0.273 hartree. For the LUMO energy, the calculation gives -4.37 eV. The HOMO energy comes out at -11.809 eV.

Last column: Löwdin charge in e.
Element x y z (Å)
C  1.183  0.721  -3.842  -0.2228
Pb  0.439  1.134  -1.639  1.2022
N  0.338  2.032  0.893  -0.0465
H  -0.866  2.319  -2.091  -0.1267
H  -0.630  1.855  1.171  0.0388
H  1.787  1.266  -2.937  -0.0523
H  0.985  1.500  -4.577  0.0571
H  0.238  0.185  -3.687  0.0118
H  1.889  -0.052  -4.155  0.0646
H  0.935  1.465  1.500  0.0387
H  0.542  3.015  1.041  0.0496
N  -3.904  -1.045  2.716  0.1876
C  -2.826  -1.110  2.273  -0.1517
C  -1.475  -1.199  1.730  -0.1984
C  -0.413  -1.611  2.548  0.0173
C  0.862  -1.671  2.001  -0.0247
C  1.045  -1.305  0.666  -0.1357
N  0.015  -0.890  -0.112  -0.1157
C  -1.242  -0.866  0.400  -0.1066
H  -0.609  -1.881  3.585  0.1385
H  1.721  -1.994  2.581  0.1218
H  2.036  -1.321  0.203  0.1203
H  -2.050  -0.545  -0.267  0.1328

***

Entry 5:
C8H21B2N3 as an isolated structure in a non-equilibrium geometry, computed with ωB97M-V with the def2-TZVPD basis set.

For the frontier orbital gap, the calculation gives 0.290 hartree. For the LUMO energy, the calculation gives 0.65 eV. The HOMO energy comes out at -7.244 eV.

Last column: Löwdin charge in e.
Element x y z (Å)
B  0.120  -0.712  -1.076  -0.4764
B  0.189  1.057  0.209  -0.4602
N  0.435  0.404  -1.932  -0.0667
N  0.677  1.514  -1.114  -0.0111
N  -0.198  -0.361  0.318  0.1982
C  0.741  -2.049  -1.632  -0.0047
C  -0.155  2.118  1.341  0.0083
C  0.660  0.578  -3.321  -0.0732
C  1.111  2.860  -1.557  -0.0502
C  -2.071  -0.421  1.936  -0.0399
C  0.302  -0.958  2.640  -0.0176
C  -1.006  -2.484  1.199  -0.0643
C  -0.746  -1.037  1.514  -0.5673
H  0.060  -2.856  -1.394  0.0353
H  1.800  -2.250  -1.328  0.0894
H  0.812  -1.977  -2.709  0.0306
H  -0.223  3.181  1.097  0.0533
H  0.796  1.949  1.859  0.0679
H  -1.071  1.872  1.889  0.0408
H  0.057  1.427  -3.635  0.0854
H  1.733  0.844  -3.557  0.1005
H  0.483  -0.333  -3.926  0.0931
H  1.814  2.909  -2.410  0.0774
H  1.713  3.407  -0.806  0.0947
H  0.237  3.425  -1.886  0.0821
H  -1.938  0.372  2.620  0.0417
H  -2.723  -1.152  2.424  0.0899
H  -2.543  0.015  1.041  0.1075
H  -0.174  -0.527  3.510  0.0789
H  0.856  -1.854  2.926  0.0815
H  1.165  -0.339  2.414  0.0748
H  -0.006  -2.955  1.009  0.0909
H  -1.563  -2.591  0.238  0.0998
H  -1.342  -3.078  2.100  0.1095

***

Entry 6:
C7H22Ag2NO6V as an isolated structure in a non-equilibrium geometry, computed with ωB97M-V with the def2-TZVPD basis set.

As for the charge: +3. The spin multiplicity is 4. For the frontier orbital gap (spin up / spin down), the calculation gives 0.231 / 0.230 hartree. For the LUMO energy (spin up / spin down), the calculation gives -11.52 / -11.53 eV. As for the expectation value of S²: 3.755. The HOMO energy (spin up / spin down) comes out at -17.790 / -17.790 eV.

Last column: Löwdin spin population.
Element x y z (Å)
V  3.018  1.648  -1.115  2.9273
N  -1.474  -0.336  -2.403  -0.0002
H  -1.807  0.385  -3.049  0.0000
H  -0.656  -0.059  -1.822  -0.0002
H  -1.245  -1.213  -2.866  0.0000
H  -2.291  -0.501  -1.792  0.0000
Ag  2.425  -1.739  2.010  0.0003
Ag  1.177  -2.693  -1.855  0.0004
C  1.366  -0.162  -0.275  0.0112
O  2.457  0.180  0.330  0.0178
O  1.091  0.607  -1.283  0.0114
O  0.781  -1.267  -0.005  0.0003
C  -3.482  -3.827  1.349  0.0000
C  -2.011  -3.510  1.429  0.0000
O  -1.766  -2.339  0.617  0.0000
H  -4.160  -3.015  1.611  0.0000
H  -3.764  -4.721  1.898  0.0000
H  -3.723  -3.978  0.288  0.0000
H  -1.395  -4.346  1.090  0.0000
H  -1.772  -3.240  2.465  0.0000
H  -0.844  -2.085  0.686  0.0000
C  0.631  3.960  -2.827  0.0022
C  1.567  3.030  -3.585  0.0037
O  2.836  2.865  -2.878  0.0199
H  -0.257  4.016  -3.466  0.0000
H  1.004  4.970  -2.677  0.0001
H  0.292  3.499  -1.897  0.0014
H  1.752  3.343  -4.610  -0.0003
H  1.071  2.061  -3.622  0.0004
H  3.285  3.726  -2.852  0.0037
C  0.756  1.378  3.125  0.0002
C  0.288  -0.055  3.388  0.0000
O  1.272  -0.866  3.996  0.0000
H  0.167  1.943  2.404  0.0000
H  1.771  1.409  2.702  0.0002
H  0.852  1.903  4.075  0.0000
H  -0.165  -0.487  2.492  0.0000
H  -0.575  0.060  4.052  0.0000
H  1.530  -0.545  4.868  0.0000

***

Entry 7:
C3H10BInNO2 as an isolated structure in a non-equilibrium geometry, computed with ωB97M-V with the def2-TZVPD basis set.

As for the charge: -1. For the frontier orbital gap, the calculation gives 0.269 hartree. For the LUMO energy, the calculation gives 3.28 eV. The HOMO energy comes out at -4.046 eV.

Last column: Löwdin charge in e.
Element x y z (Å)
C  -0.637  -1.045  3.351  -0.1269
O  0.294  0.014  2.993  -0.1351
B  0.623  -0.224  1.607  -0.6574
O  1.650  -1.188  1.267  -0.0108
In  -0.437  0.865  -0.084  0.4095
C  0.944  1.175  -1.898  -0.3093
C  0.072  0.752  -3.136  -0.3976
N  -0.080  -0.493  -3.509  -0.0142
H  -1.580  -0.958  2.741  0.0879
H  -0.851  -0.905  4.446  0.0899
H  -0.201  -2.079  3.186  0.0847
H  1.209  -2.050  1.166  0.0737
H  -1.102  2.484  0.397  -0.1294
H  -1.856  -0.136  -0.625  -0.1104
H  1.868  0.522  -1.840  0.0337
H  1.266  2.253  -1.965  0.0125
H  -0.484  1.525  -3.761  0.0914
H  -0.699  -0.511  -4.336  0.0077